Record 1
Formula: C10H20BrClN3NbO2PPb
Source: OMol25
Level of theory: ωB97M-V/def2-TZVPD

Last column: natural (NBO) charge in e.
Positions of all 40 atoms, in Å:
Pb  1.59  1.26  4.78  1.293
Nb  0.08  0.17  -0.33  1.762
Br  2.93  0.15  2.52  -0.150
Cl  1.29  3.26  0.47  -0.084
P  0.80  0.92  2.06  0.552
O  -0.23  0.20  3.27  -0.905
O  -0.34  -0.36  -2.31  -0.902
N  -2.02  -3.35  2.21  -0.435
N  2.05  -0.68  -0.63  -1.163
N  -3.94  1.99  -1.19  -0.794
C  2.26  2.02  -1.98  -0.447
C  -3.12  0.72  -0.98  -0.216
C  -0.35  -4.47  0.59  -0.266
C  -1.58  -2.15  1.60  0.038
C  3.68  2.10  -1.24  -0.635
C  -0.54  -1.88  0.49  -0.489
C  0.15  -3.17  -0.11  -0.159
C  -1.39  -4.53  1.73  0.046
C  0.97  2.19  -1.03  -0.561
C  -1.94  1.10  0.05  -0.937
H  2.22  2.89  -2.74  0.216
H  -1.81  2.25  0.02  0.244
H  2.25  1.06  -2.61  0.243
H  0.10  -5.47  0.25  0.233
H  -4.20  2.33  -0.25  0.350
H  -3.81  -0.06  -0.53  0.218
H  -3.27  2.69  -1.58  0.342
H  0.03  0.49  4.18  0.348
H  3.84  3.02  -0.60  0.217
H  1.97  -1.22  -1.50  0.396
H  -0.58  0.50  -2.74  0.485
H  2.25  -1.38  0.10  0.372
H  -1.67  -5.53  2.20  0.231
H  3.95  1.14  -0.65  0.221
H  0.16  2.75  -1.63  0.235
H  0.93  -3.15  -0.94  0.239
H  -2.09  -1.20  2.02  0.195
H  4.48  2.15  -2.08  0.228
H  -2.79  0.40  -2.02  0.206
H  -2.30  0.84  1.11  0.234

- Net charge: +1
- Kohn-Sham gap: 4.2443 eV
- HOMO energy: -10.9 eV
- LUMO level: -6.6936 eV

Record 2
Formula: C13H50F3HfN2O21S2
Source: OMol25
Level of theory: ωB97M-V/def2-TZVPD

Last column: Mulliken spin population.
Positions of all 92 atoms, in Å:
Hf  -2.85  -0.33  0.46  0.970
S  0.15  0.01  0.79  -0.008
S  -3.28  -1.55  4.00  -0.002
F  -2.62  -4.19  3.79  0.000
F  -2.04  -3.26  5.65  0.000
F  -0.90  -2.85  3.91  0.000
O  -0.74  0.03  -0.38  0.004
O  -4.22  1.91  -3.03  -0.001
O  -2.52  1.74  -0.83  0.013
O  -0.96  -0.32  1.65  -0.010
O  0.68  -3.41  1.37  0.001
O  6.01  -1.13  -0.77  0.000
O  -0.07  2.96  -1.16  -0.001
O  3.04  -0.44  2.33  0.000
O  5.28  -6.04  -3.81  0.000
O  1.45  2.25  3.42  0.000
O  0.78  1.33  1.12  0.006
O  -2.61  -0.49  4.80  0.002
O  -3.20  -1.24  2.55  -0.007
O  -1.33  1.88  4.20  0.001
O  1.13  -1.05  0.79  0.003
O  -1.77  -2.57  0.40  0.021
O  3.11  2.59  0.45  0.000
O  -4.61  -1.89  4.47  0.000
O  -2.65  -1.20  -1.79  -0.025
O  -2.63  1.69  1.84  0.015
O  -2.20  4.07  0.95  0.008
N  -4.18  4.00  -1.04  0.001
N  4.73  -3.64  -1.05  0.000
C  5.99  -0.50  0.55  0.000
C  -1.03  4.40  1.65  0.002
C  5.21  -4.07  -2.36  0.000
C  -4.44  4.55  0.28  0.003
C  4.77  -7.40  -3.90  0.000
C  -5.42  3.59  -1.72  0.001
C  -3.16  5.11  0.92  -0.002
C  5.57  -5.59  -2.48  0.000
C  -3.93  1.36  -4.31  0.000
C  4.00  -2.39  -1.06  0.000
C  -2.12  -3.09  4.33  0.000
C  4.81  -1.14  -1.48  0.000
C  -5.13  3.00  -3.10  -0.001
H  -5.21  5.29  0.13  -0.001
H  6.94  -0.63  1.08  0.000
H  5.79  0.55  0.39  0.000
H  1.24  1.86  2.57  0.000
H  2.82  -0.80  3.19  0.000
H  -3.33  2.03  -4.91  0.000
H  2.33  2.12  0.76  0.000
H  0.61  3.26  -1.77  0.000
H  4.97  -1.12  -2.56  0.000
H  -1.82  -1.22  -2.27  0.010
H  -6.09  2.94  -1.15  0.002
H  -1.05  4.56  2.73  0.000
H  -1.59  0.96  4.29  0.000
H  3.86  -7.55  -3.31  0.000
H  -0.65  5.35  1.28  0.000
H  -0.27  3.65  1.42  -0.001
H  3.62  -2.22  -0.06  0.000
H  -3.28  -1.63  -2.38  -0.005
H  -5.87  4.56  -1.94  0.000
H  -5.01  3.83  0.88  0.001
H  0.81  1.87  4.02  0.000
H  -4.87  1.18  -4.83  0.000
H  -3.04  2.52  -1.02  -0.009
H  0.40  2.40  -0.54  -0.001
H  -1.83  2.34  4.87  0.000
H  6.60  -5.77  -2.17  0.000
H  5.55  -3.53  -0.47  0.000
H  4.56  -3.82  -3.20  0.000
H  4.20  -0.25  -1.31  0.000
H  4.99  -6.02  -1.66  0.000
H  6.10  -3.49  -2.57  0.000
H  -2.54  2.58  1.52  0.001
H  -3.33  0.45  -4.27  0.000
H  3.05  3.44  0.88  0.000
H  -3.58  5.37  1.89  0.000
H  -1.11  -2.98  0.96  0.004
H  1.00  -2.52  1.24  0.000
H  3.17  -2.46  -1.77  0.000
H  -6.03  2.71  -3.64  0.000
H  -3.72  4.68  -1.63  0.000
H  -2.07  1.65  2.61  0.004
H  1.13  -3.93  0.70  0.000
H  -1.62  1.99  -1.07  0.003
H  5.18  -1.02  1.06  0.000
H  5.56  -8.06  -3.52  0.000
H  4.52  -7.60  -4.94  0.000
H  2.33  -0.72  1.76  0.000
H  -4.71  3.73  -3.80  0.000
H  -2.83  6.01  0.39  0.000
H  -1.95  -3.23  -0.27  -0.005

- Net charge: 0
- Kohn-Sham gap (spin up / spin down): 5.6719 / 6.5434 eV
- HOMO energy (spin up / spin down): -7.1 / -8.0 eV
- LUMO level (spin up / spin down): -1.4646 / -1.4634 eV
- Relative energy (zero: lowest compared OMol25 entry of this formula, charge and spin): 0.000 eV
- Multiplicity: 2

Record 3
Formula: C4H26N2O10
Source: OMol25
Level of theory: ωB97M-V/def2-TZVPD

Last column: natural (NBO) charge in e.
Positions of all 42 atoms, in Å:
O  1.10  -0.43  -2.07  -0.728
O  -1.61  -2.06  1.54  -0.972
O  -4.02  0.23  -1.21  -0.964
O  0.12  -3.78  2.74  -0.981
O  0.30  -3.30  -1.35  -0.931
O  3.91  0.72  1.04  -0.952
O  -1.88  -1.49  -2.50  -0.931
O  -1.23  0.51  0.07  -0.701
O  2.17  3.04  1.50  -0.955
O  0.51  -1.14  4.20  -0.926
N  -0.78  2.53  -1.45  -0.639
N  0.91  -0.02  0.52  -0.784
C  0.41  1.72  -1.18  -0.156
C  0.55  0.77  -2.43  -0.058
C  -0.03  0.76  0.00  0.673
C  -0.79  3.68  -0.58  -0.439
H  -1.74  -1.17  1.19  0.493
H  -0.48  -2.95  -0.91  0.460
H  -4.29  0.47  -2.10  0.466
H  -3.12  -0.17  -1.23  0.497
H  4.64  0.11  0.90  0.482
H  1.05  -0.34  4.21  0.468
H  4.20  1.55  1.41  0.475
H  1.23  -1.04  -2.80  0.490
H  0.73  -3.80  -0.64  0.472
H  3.11  3.19  1.57  0.467
H  1.73  3.21  0.67  0.489
H  -0.83  3.43  0.50  0.173
H  1.90  0.05  0.45  0.434
H  -1.49  -1.86  2.48  0.473
H  1.28  2.38  -1.07  0.198
H  -1.54  -1.86  -1.69  0.459
H  -1.66  2.07  -1.53  0.403
H  0.24  -1.18  3.27  0.458
H  1.25  1.26  -3.13  0.150
H  -1.74  4.27  -0.79  0.212
H  0.51  -0.76  1.14  0.386
H  -0.47  -4.38  2.31  0.494
H  -2.05  -2.29  -3.02  0.476
H  1.07  -3.80  2.63  0.489
H  -0.33  0.86  -3.15  0.192
H  -0.06  4.49  -0.79  0.188

- Net charge: 0
- Kohn-Sham gap: 8.4940 eV
- HOMO energy: -8.5 eV
- LUMO level: -0.0523 eV
- Structure (SMILES): CN[C@H](CO)C(N)=O.O.O.O.O.O.O.O.O
- Relative energy (zero: lowest compared OMol25 entry of this formula, charge and spin): 4.657 eV

Record 4
Formula: C13H21N3
Source: OMol25
Level of theory: ωB97M-V/def2-TZVPD

Last column: natural (NBO) charge in e.
Positions of all 37 atoms, in Å:
N  3.46  2.40  -0.94  -0.827
N  -1.31  -1.44  -0.14  -0.456
N  1.39  -1.38  0.09  -0.450
C  0.66  -1.70  1.31  -0.230
C  2.92  2.11  0.37  -0.216
C  -2.72  0.22  -1.17  -0.301
C  -3.47  1.37  -1.09  -0.182
C  -2.16  0.44  1.15  -0.319
C  1.54  0.04  -0.17  -0.222
C  -2.04  -0.27  -0.05  0.276
C  0.87  -2.14  -1.03  -0.226
C  2.67  0.63  0.68  -0.416
C  -0.79  -2.13  1.01  -0.235
C  -2.92  1.59  1.22  -0.171
C  -3.58  2.07  0.10  -0.268
C  -0.60  -1.78  -1.36  -0.232
H  4.32  1.88  -1.09  0.349
H  3.64  2.51  1.11  0.189
H  2.81  2.13  -1.66  0.348
H  1.79  0.16  -1.23  0.188
H  -1.08  -2.62  -1.87  0.187
H  1.19  -2.51  1.83  0.194
H  3.58  0.05  0.50  0.200
H  -0.82  -3.20  0.79  0.193
H  0.95  -3.20  -0.76  0.193
H  -1.43  -1.96  1.87  0.218
H  -3.98  1.73  -1.97  0.211
H  0.67  -0.82  1.96  0.196
H  0.61  0.61  0.01  0.178
H  -4.17  2.97  0.15  0.211
H  2.42  0.53  1.74  0.198
H  1.99  2.67  0.48  0.186
H  -0.61  -0.91  -2.03  0.205
H  -2.68  -0.33  -2.10  0.212
H  1.50  -1.97  -1.90  0.207
H  -1.65  0.11  2.04  0.207
H  -2.99  2.12  2.16  0.209

- Net charge: 0
- Kohn-Sham gap: 8.3776 eV
- HOMO energy: -7.5 eV
- LUMO level: 0.8429 eV
- Structure (SMILES): NCCCN1CCN(c2ccccc2)CC1
- Relative energy (zero: lowest compared OMol25 entry of this formula, charge and spin): 0.000 eV

Record order is preserved below.
DFT total energy: -117894.69095, -91398.54754, -28023.49631, -18291.55537 eV